C8H11N | the ωB97M-V functional and the def2-TZVPD basis

ORCA input file:
```
! wB97M-V def2-TZVPD RIJCOSX def2/J DEFGRID3
* xyz 0 1
C -1.156 1.352 -0.663
C -0.412 0.459 -1.518
C 0.440 -0.363 -0.574
C -0.757 -1.131 0.183
C 0.109 -2.131 1.167
C 1.228 -1.502 1.252
C 1.663 -0.379 0.334
C 0.866 0.959 0.267
H -2.117 0.970 -0.775
H -0.918 2.352 -1.255
H -1.231 0.160 -2.037
H 0.322 0.743 -2.083
H -1.141 -0.131 0.996
H -1.603 -1.845 -0.320
H -0.232 -3.219 1.619
H 2.038 -1.774 1.979
H 2.724 0.088 0.034
H 1.264 1.820 -0.483
H -0.683 2.286 1.205
N -0.405 1.287 0.672
*
```

The HOMO energy is -7.69 eV. For the LUMO energy, the calculation gives 0.942 eV.

C8H11N2 | the ωB97M-V functional and the def2-TZVPD basis

ORCA input file:
```
! wB97M-V def2-TZVPD RIJCOSX def2/J DEFGRID3
* xyz 1 1
C -2.042 0.515 0.212
C -0.990 1.497 0.081
C -2.081 -0.779 0.070
C 0.980 0.623 -1.085
C -2.034 -1.993 -0.315
C 1.541 -2.398 0.910
C 1.320 -1.096 0.646
C 0.973 2.749 -0.323
N 0.275 1.490 -0.301
N 1.213 -0.585 -0.686
H -2.877 1.103 0.694
H -1.345 2.472 0.115
H -2.275 -2.208 -1.328
H -1.734 -2.917 0.200
H 1.556 -2.681 1.958
H 1.697 -3.193 0.195
H 1.043 -0.250 1.240
H 0.219 3.354 0.169
H 1.876 2.540 0.257
H 1.131 3.092 -1.347
H 1.553 -1.336 -1.363
*
```

The HOMO energy (spin up / spin down) is -12.69 / -12.69 eV. For the LUMO energy (spin up / spin down), the calculation gives -5.055 / -5.056 eV.

C8H11N2O2P | the ωB97M-V functional and the def2-TZVPD basis

ORCA input file:
```
! wB97M-V def2-TZVPD RIJCOSX def2/J DEFGRID3
* xyz 0 1
C -1.047 -1.646 -3.215
C -0.690 -1.950 -2.070
C -0.225 -2.223 -0.762
N -0.956 -2.437 0.237
C -2.369 -2.293 0.259
H -1.389 -1.467 -4.129
H 0.828 -2.039 -0.705
H -2.845 -3.132 0.693
H -2.556 -1.433 0.895
H -3.029 -2.186 -0.571
C 3.361 -0.714 3.546
C 3.136 -0.991 2.362
C 2.887 -1.122 0.998
O 2.487 -0.190 0.366
H 3.607 -0.314 4.404
H 3.155 -2.077 0.504
C 0.861 3.450 0.041
N 0.379 2.117 0.225
P 0.793 1.006 1.453
O 1.589 1.723 2.412
H 1.389 3.749 0.856
H 1.534 3.741 -0.804
H -0.023 4.023 -0.141
H -0.296 1.759 -0.551
*
```

The HOMO energy is -8.94 eV. For the LUMO energy, the calculation gives -0.609 eV.

C8H11N3O2 | the ωB97M-V functional and the def2-TZVPD basis

ORCA input file:
```
! wB97M-V def2-TZVPD RIJCOSX def2/J DEFGRID3
* xyz 0 1
C -0.615 1.347 1.465
C 0.751 -0.322 1.782
C -1.089 -1.300 0.711
C -1.535 0.089 -1.228
C -0.492 1.253 -1.024
C 2.461 1.033 0.541
C -0.998 -1.200 -0.701
C 0.062 -1.914 -1.475
N -0.208 0.568 2.378
N 0.119 1.345 0.288
N 1.224 0.498 0.591
O -2.065 -1.126 1.402
O 0.207 -1.519 1.384
H -1.434 2.030 1.586
H 1.597 -0.539 2.438
H -2.452 0.347 -0.697
H -1.739 0.037 -2.300
H 0.326 1.137 -1.739
H -0.991 2.206 -1.215
H 3.270 0.449 0.929
H 2.623 1.901 -0.070
H 0.752 -1.229 -1.973
H -0.403 -2.523 -2.254
H 0.629 -2.570 -0.819
*
```

The HOMO energy (spin up / spin down) is -6.24 / -5.51 eV. For the LUMO energy (spin up / spin down), the calculation gives -1.628 / -2.400 eV.

Record-wise ΔE to the lowest compared entry with this formula, charge and spin values, in kcal/mol: 208.3, 131.0, 127.9, 87.9
Record-wise electronic energy values, in eV: -9954.093, -11442.150, -24831.962, -17033.685